Model one:
DFT (wB97M-V/def2-TZVPD) results for an isolated molecule of C5H9N3.

Calculated values
- total charge = 0
- LUMO energy (Eh) = 0.0318
- SMILES = [H]/N=C(C(=C)C)\C(N)=N/[H]
- highest occupied orbital energy (eV) = -9.37

Positions of all 17 atoms, in Å:
H -1.041 2.198 -1.233
N -0.172 1.669 -1.195
C -0.220 0.630 -0.481
C 0.973 -0.233 -0.287
C 1.208 -1.294 -1.042
C 1.831 0.182 0.871
C -1.412 0.218 0.341
N -2.080 -0.869 -0.106
N -1.780 0.803 1.404
H -1.194 1.583 1.686
H 0.579 -1.555 -1.878
H 2.061 -1.926 -0.867
H 2.277 1.158 0.653
H 2.624 -0.540 1.046
H 1.230 0.274 1.774
H -2.938 -1.110 0.365
H -1.945 -1.189 -1.049


Model two:
DFT (wB97M-V/def2-TZVPD) results for a cluster of 2 separate species, C5H9N3 in total.

Calculated values
- total charge = 0
- LUMO energy (Eh) = 0.0283
- SMILES = [H]/N=c1\nc1C.[H]/N=C\C
- highest occupied orbital energy (eV) = -9.32

Positions of all 17 atoms, in Å:
H 2.191 -2.922 -0.394
N 2.304 -1.974 -0.744
C 1.761 -1.092 -0.058
N 1.047 -0.664 1.094
C 1.370 0.235 0.182
C 1.559 1.668 0.023
H 0.775 2.010 -0.663
H 1.421 2.197 0.968
H 2.537 1.881 -0.406
H -2.125 1.756 0.186
N -1.495 1.362 -0.514
C -1.462 0.109 -0.531
C -2.180 -0.865 0.344
H -0.686 -0.335 -1.202
H -2.772 -1.559 -0.251
H -1.439 -1.452 0.892
H -2.808 -0.356 1.077


model one (194.1 kJ/mol below the next structure)


Model one:
DFT (wB97M-V/def2-TZVPD) results for an isolated molecule of C5H9N3.

Calculated values
- total charge = 0
- LUMO energy (Eh) = 0.0279
- SMILES = C=C[C@H](N)/C=N/N=C
- highest occupied orbital energy (eV) = -9.12

Positions of all 17 atoms, in Å:
C 2.506 -1.225 -0.046
C 1.221 -0.862 -0.156
C 0.777 0.570 -0.477
N 1.361 1.559 0.472
C -0.725 0.703 -0.554
N -1.409 -0.201 -0.060
N -2.720 0.273 -0.251
C -3.514 -0.549 0.287
H 2.894 -2.216 0.366
H 3.307 -0.520 -0.192
H 0.418 -1.602 -0.013
H 1.330 0.906 -1.402
H 0.872 1.563 1.342
H 2.416 1.558 0.515
H -1.080 1.766 -0.655
H -4.579 -0.164 0.242
H -3.075 -1.559 0.583


Model two:
DFT (wB97M-V/def2-TZVPD) results for an isolated molecule of C5H9N3.

Calculated values
- total charge = 0
- LUMO energy (Eh) = 0.0317
- SMILES = C=CN(/C=N/C)N=C
- highest occupied orbital energy (eV) = -8.43

Positions of all 17 atoms, in Å:
C 1.850 1.886 -0.079
C 0.760 1.150 0.084
N 0.444 -0.260 0.156
C -0.968 -0.530 0.070
N -1.877 0.371 -0.008
C -3.237 -0.063 -0.038
N 1.106 -1.458 -0.236
C 2.306 -1.258 0.098
H 1.494 3.127 -0.325
H 2.958 1.332 -0.413
H -0.267 1.969 -0.015
H -0.918 -1.595 -0.021
H -3.470 -0.070 1.172
H -3.395 -1.146 -0.750
H -4.083 0.757 -0.486
H 2.351 -0.211 0.919
H 3.350 -1.850 -0.272


Model three:
DFT (wB97M-V/def2-TZVPD) results for an isolated molecule of C5H9N3.

Calculated values
- total charge = 0
- LUMO energy (Eh) = 0.0299
- SMILES = NCCc1c[nH]cn1
- highest occupied orbital energy (eV) = -8.57

Positions of all 17 atoms, in Å:
N 1.431 1.647 1.864
C 1.207 1.610 0.417
C 1.109 0.249 -0.258
C -0.229 -0.344 -0.610
C -0.912 -1.185 0.245
N -1.954 -1.756 -0.457
C -1.786 -1.257 -1.739
N -0.742 -0.530 -1.902
H 0.545 1.832 2.327
H 1.652 0.725 2.236
H 0.392 2.303 0.187
H 2.079 2.035 -0.089
H 1.560 -0.554 0.330
H 1.655 0.189 -1.215
H -0.711 -1.241 1.301
H -2.784 -2.228 -0.132
H -2.515 -1.497 -2.505


Model four:
DFT (wB97M-V/def2-TZVPD) results for an isolated molecule of C5H9N3.

Calculated values
- total charge = 0
- LUMO energy (Eh) = 0.0327
- SMILES = C[C@@H](N)c1cn[nH]c1
- highest occupied orbital energy (eV) = -8.96

Positions of all 17 atoms, in Å:
C -1.547 -0.884 0.886
C -1.018 -0.244 -0.414
N -1.865 0.942 -0.758
C 0.522 -0.072 -0.273
C 1.519 -0.943 -0.708
N 2.735 -0.546 -0.336
N 2.489 0.643 0.264
C 1.207 1.014 0.298
H -2.562 -1.014 0.653
H -1.254 -1.912 1.054
H -1.303 -0.221 1.731
H -1.217 -0.850 -1.267
H -1.776 1.714 -0.076
H -1.470 1.409 -1.599
H 1.448 -1.880 -1.258
H 3.215 1.105 0.798
H 0.877 1.738 1.004


model three (37.6 kJ/mol below the next structure)


Model one:
DFT (wB97M-V/def2-TZVPD) results for an isolated molecule of C7H8N2O.

Calculated values
- total charge = 0
- LUMO energy (Eh) = 0.0289
- highest occupied orbital energy (eV) = -8.65

Positions of all 18 atoms, in Å:
C 1.613 1.372 1.661
C 1.191 0.090 1.981
C 0.340 0.824 0.128
C -0.786 0.448 -1.551
C -0.658 1.467 -2.314
C -0.043 -1.447 0.453
C -1.333 -1.447 -0.356
N 1.060 1.822 0.505
N 0.341 -0.213 0.931
O -1.191 -0.842 -1.631
H 2.201 2.016 2.321
H 1.671 -0.576 2.701
H -1.142 1.490 -3.286
H 0.083 2.220 -2.055
H -0.181 -2.221 1.247
H 0.812 -1.794 -0.173
H -1.770 -2.422 -0.649
H -2.211 -0.785 0.088


Model two:
DFT (wB97M-V/def2-TZVPD) results for an isolated molecule of C7H8N2O.

Calculated values
- total charge = 0
- LUMO energy (Eh) = 0.0223
- SMILES = CC(=O)Nc1ccccn1
- highest occupied orbital energy (eV) = -9.12

Positions of all 18 atoms, in Å:
C 2.315 0.951 0.604
C 2.343 -0.388 -0.040
O 3.424 -0.978 -0.295
N 1.173 -1.059 -0.315
C -0.190 -0.598 -0.179
C -0.560 0.646 -0.396
C -1.853 0.988 -0.306
C -2.769 0.032 0.026
C -2.264 -1.321 0.263
N -1.026 -1.614 0.130
H 1.476 0.989 0.973
H 2.205 1.848 -0.358
H 3.299 1.253 1.014
H 1.147 -1.952 -0.452
H 0.281 0.975 -0.721
H -2.107 1.920 -0.736
H -3.963 0.359 0.135
H -2.929 -2.050 0.653


model two (83.8 kJ/mol below the next structure)


Model one:
DFT (wB97M-V/def2-TZVPD) results for an isolated molecule of C7H8N2O.

Calculated values
- total charge = 0
- LUMO energy (Eh) = 0.0208
- SMILES = CC(=O)Nc1ccccn1
- highest occupied orbital energy (eV) = -9.23

Positions of all 18 atoms, in Å:
C 2.264 0.812 0.746
C 2.346 -0.409 -0.177
O 3.419 -0.665 -0.578
N 1.158 -1.074 -0.405
C -0.182 -0.586 -0.280
C -0.519 0.681 -0.534
C -1.893 1.026 -0.480
C -2.720 0.099 -0.074
C -2.333 -1.145 0.205
N -1.016 -1.550 0.115
H 2.390 1.676 0.216
H 1.528 1.062 1.404
H 3.102 0.904 1.154
H 1.344 -2.226 -0.184
H 0.326 1.313 -1.032
H -2.238 2.052 -0.797
H -4.026 0.177 0.019
H -2.951 -2.147 0.682


Model two:
DFT (wB97M-V/def2-TZVPD) results for an isolated molecule of C7H8N2O.

Calculated values
- total charge = 0
- LUMO energy (Eh) = 0.0273
- SMILES = CC(=O)Nc1ccccn1
- highest occupied orbital energy (eV) = -8.71

Positions of all 18 atoms, in Å:
C -3.424 -0.306 0.025
C -2.091 0.475 -0.105
O -1.991 1.669 -0.187
N -0.933 -0.405 -0.001
C 0.410 -0.046 0.000
C 1.292 -1.060 -0.089
C 2.659 -0.754 -0.125
C 2.980 0.624 -0.022
C 1.984 1.559 0.008
N 0.733 1.236 0.035
H -3.552 -1.234 -0.517
H -4.081 0.104 -0.359
H -3.430 -0.398 1.116
H -1.131 -1.391 0.328
H 1.159 -2.179 -0.116
H 3.292 -1.601 -0.196
H 4.046 1.096 0.058
H 2.079 2.610 0.147


model two (108.9 kJ/mol below the next structure)


Model one:
DFT (wB97M-V/def2-TZVPD) results for a cluster of 2 separate species, C3H4NO in total.

Calculated values
- total charge = +1
- LUMO energy (Eh) = -0.1743
- highest occupied orbital energy (eV) = -15.97

Positions of all 9 atoms, in Å:
C 1.760 -1.030 -0.982
C -2.634 0.656 1.245
C 1.222 0.022 -0.629
N -1.506 0.798 1.050
O 0.783 1.077 -0.264
H 1.771 -1.718 -1.898
H 2.524 -1.415 -0.354
H -3.713 0.519 1.515
H -0.208 1.090 0.317


Model two:
DFT (wB97M-V/def2-TZVPD) results for the ion C3H4NO with charge +1.

Calculated values
- total charge = +1
- LUMO energy (Eh) = -0.2607
- highest occupied orbital energy (eV) = -16.86

Positions of all 9 atoms, in Å:
C -0.185 1.044 0.036
C 1.292 -0.521 0.022
C -0.911 -0.204 0.005
N 0.130 -1.215 0.020
O 1.079 0.808 -0.029
H -0.373 2.101 -0.063
H 2.182 -1.031 0.051
H -1.661 -0.434 0.779
H -1.552 -0.548 -0.820


Model three:
DFT (wB97M-V/def2-TZVPD) results for a cluster of 2 separate species, C3H4NO in total.

Calculated values
- total charge = +1
- LUMO energy (Eh) = -0.1902
- highest occupied orbital energy (eV) = -12.99

Positions of all 9 atoms, in Å:
C 0.192 0.762 1.700
C 1.594 0.978 -1.198
C -0.331 -0.526 -1.096
N -0.402 -0.169 1.273
O 0.721 0.199 -1.356
H 0.788 1.324 2.341
H -0.263 -1.527 -1.015
H -1.252 -0.195 -1.641
H -1.047 -0.847 0.991


model two (22.8 kJ/mol below the next structure)


Model one:
DFT (wB97M-V/def2-TZVPD) results for a cluster of 2 separate species, C4H16N3O in total.

Calculated values
- total charge = +1
- LUMO energy (Eh) = -0.1065
- highest occupied orbital energy (eV) = -12.67

Positions of all 24 atoms, in Å:
N -1.459 1.611 0.166
C -0.853 1.365 1.573
C -0.829 -0.210 1.821
N -0.227 -0.847 0.696
C 1.225 -0.984 0.621
C 1.613 -0.446 -0.743
N 1.514 -1.400 -1.821
H -2.448 1.620 0.217
H -1.074 0.798 -0.348
H -1.229 2.553 -0.292
H -1.365 1.997 2.339
H 0.248 1.695 1.499
H -1.924 -0.525 2.092
H -0.185 -0.213 2.750
H -0.696 -1.733 0.495
H 1.648 -0.400 1.513
H 1.743 -1.971 0.737
H 2.539 0.034 -0.692
H 0.926 0.399 -1.043
H 2.214 -1.146 -2.596
H 1.373 -2.332 -1.593
H -0.254 -0.414 -2.257
H -1.559 0.171 -2.912
O -0.939 0.377 -2.224


Model two:
DFT (wB97M-V/def2-TZVPD) results for a cluster of 2 separate species, C4H16N3O in total.

Calculated values
- total charge = +1
- LUMO energy (Eh) = -0.1156
- highest occupied orbital energy (eV) = -13.00

Positions of all 24 atoms, in Å:
C -0.015 -2.190 0.414
O 0.347 -2.737 1.657
C -1.304 -1.398 0.533
N -1.710 -0.863 -0.813
H -0.153 -3.038 -0.261
H 0.784 -1.568 -0.009
H 0.770 -2.059 2.203
H -2.121 -2.024 0.890
H -1.203 -0.549 1.207
H -1.785 -1.633 -1.480
H -1.043 -0.103 -1.230
H -2.640 -0.451 -0.747
C 0.612 1.737 0.375
C 0.873 1.726 -1.125
N -0.299 1.221 -1.890
N 1.768 2.347 1.041
H -0.334 2.263 0.574
H 0.526 0.708 0.731
H 1.146 2.731 -1.454
H 1.723 1.075 -1.322
H 0.012 1.105 -2.851
H -0.998 1.960 -1.932
H 1.753 3.346 0.851
H 1.645 2.281 2.048


model two (82.3 kJ/mol below the next structure)


Model one:
DFT (wB97M-V/def2-TZVPD) results for a structure of composition C3H6NS.

Calculated values
- total charge = +1
- LUMO energy (Eh) = -0.1552
- highest occupied orbital energy (eV) = -13.11

Positions of all 11 atoms, in Å:
C -0.352 1.171 -0.168
C -1.653 1.009 0.265
C 0.045 -0.273 -0.522
N 1.129 -0.934 0.250
S -1.804 -0.728 -0.041
H 0.426 1.920 -0.345
H -2.289 1.624 0.907
H 0.392 -0.402 -1.512
H 2.081 -0.693 -0.143
H 1.105 -1.939 0.073
H 0.920 -0.756 1.237


Model two:
DFT (wB97M-V/def2-TZVPD) results for the ion C3H6NS with charge +1.

Calculated values
- total charge = +1
- LUMO energy (Eh) = -0.1425
- SMILES = C1S[C@@H]2C[N@H+]12
- highest occupied orbital energy (eV) = -14.19

Positions of all 11 atoms, in Å:
C 0.094 -1.393 0.090
S 1.332 -0.746 -1.137
C 0.156 0.654 -0.811
C 0.194 1.067 0.625
N -0.604 -0.078 0.178
H 0.521 -1.829 0.914
H -0.687 -1.987 -0.403
H -0.323 1.359 -1.625
H 1.151 0.850 0.993
H -0.231 2.052 1.031
H -1.604 0.051 0.145


model one (53.1 kJ/mol below the next structure)


Model one:
DFT (wB97M-V/def2-TZVPD) results for a cluster of 2 separate species, CHNO3 in total.

Calculated values
- total charge = 0
- LUMO energy (alpha / beta) (Eh) = 0.0093 / 0.0084
- highest occupied orbital energy (alpha / beta) (eV) = -8.97 / -8.98

Positions of all 6 atoms, in Å:
C 1.893 -0.295 -0.237
N -1.829 0.805 -0.660
O 1.373 -1.338 -0.369
O 2.382 0.699 -0.019
O -1.489 0.294 0.418
H -2.330 -0.165 0.868


Model two:
DFT (wB97M-V/def2-TZVPD) results for a cluster of 2 separate species, CHNO3 in total.

Calculated values
- total charge = 0
- LUMO energy (Eh) = -0.0157
- SMILES = O=C=O.N=O
- highest occupied orbital energy (eV) = -9.51

Positions of all 6 atoms, in Å:
O -0.619 1.264 0.630
C 0.167 1.377 -0.214
O 0.839 1.467 -1.104
N -0.045 -1.308 -0.186
O 0.499 -2.093 0.542
H -0.840 -0.706 0.332


model two (125.0 kJ/mol below the next structure)


Model one:
DFT (wB97M-V/def2-TZVPD) results for an isolated molecule of C11H13N.

Calculated values
- total charge = 0
- LUMO energy (Eh) = 0.0249
- SMILES = C1=CCN(c2ccccc2)CC1
- highest occupied orbital energy (eV) = -7.64

Positions of all 25 atoms, in Å:
C 3.202 0.190 -0.055
C 2.385 1.288 -0.329
C 0.879 1.310 -0.325
N 0.449 -0.167 -0.012
C -0.915 -0.209 0.210
C -1.638 1.069 0.428
C -2.945 1.213 0.339
C -3.648 -0.004 0.083
C -3.036 -1.122 -0.282
C -1.612 -1.355 -0.189
C 1.206 -1.349 -0.051
C 2.707 -1.094 0.564
H 4.251 0.405 -0.430
H 3.028 2.301 -0.437
H 0.449 2.048 0.635
H 0.637 1.612 -1.523
H -0.900 1.840 0.482
H -3.576 2.213 0.342
H -4.812 0.455 -0.373
H -3.593 -2.162 -0.625
H -0.908 -2.230 -0.456
H 1.486 -1.830 -0.956
H 0.767 -2.053 0.647
H 3.524 -1.939 0.607
H 2.611 -0.428 1.704


Model two:
DFT (wB97M-V/def2-TZVPD) results for an isolated molecule of C11H13N.

Calculated values
- total charge = 0
- LUMO energy (Eh) = 0.0329
- SMILES = C=Cc1ccccc1NC(=C)C
- highest occupied orbital energy (eV) = -7.91

Positions of all 25 atoms, in Å:
C -0.677 -1.307 1.795
C 0.506 -0.900 1.354
C 0.959 -1.005 -0.042
C 2.073 -1.778 -0.195
C 2.612 -1.941 -1.463
C 2.065 -1.256 -2.574
C 0.938 -0.479 -2.384
C 0.389 -0.315 -1.124
N -0.792 0.443 -0.901
C -0.880 1.323 0.218
C 0.186 1.721 0.881
C -2.224 1.673 0.466
H -1.348 -1.794 1.106
H -1.000 -1.118 2.734
H 1.063 -0.563 2.209
H 2.356 -2.545 0.525
H 3.546 -2.399 -1.721
H 2.463 -1.119 -3.576
H 0.358 -0.069 -3.148
H -1.046 0.986 -1.740
H 0.164 2.502 1.622
H 1.225 1.438 0.649
H -2.179 2.771 0.731
H -2.553 1.064 1.241
H -2.950 1.431 -0.431


model two (421.0 kJ/mol below the next structure)


Model one:
DFT (wB97M-V/def2-TZVPD) results for a structure of composition CH5INP.

Calculated values
- total charge = 0
- LUMO energy (alpha / beta) (Eh) = 0.0097 / 0.0097
- highest occupied orbital energy (alpha / beta) (eV) = -7.08 / -7.08

Positions of all 9 atoms, in Å:
C -1.178 -0.041 -0.466
N -0.242 -0.538 0.238
P 1.274 -1.292 -0.030
I 1.345 -1.636 -2.413
H -1.165 -0.214 -1.509
H 0.892 2.029 1.173
H -2.058 0.383 -0.038
H -0.307 -0.392 1.338
H 1.439 1.701 1.708


Model two:
DFT (wB97M-V/def2-TZVPD) results for a cluster of 2 separate species, CH5INP in total.

Calculated values
- total charge = 0
- LUMO energy (alpha / beta) (Eh) = -0.0695 / -0.0587
- highest occupied orbital energy (alpha / beta) (eV) = -8.07 / -8.30

Positions of all 9 atoms, in Å:
C -0.308 0.897 -0.333
N 0.820 -1.381 -0.249
P -0.440 -0.727 -1.133
I -3.523 -1.503 -0.054
H 0.857 1.081 -0.178
H -0.829 0.688 0.614
H -0.811 1.723 -0.906
H 0.946 -2.318 -0.598
H 1.570 -0.679 -0.278


model two (123.6 kJ/mol below the next structure)


Model one:
DFT (wB97M-V/def2-TZVPD) results for an isolated molecule of C2H3NO2S.

Calculated values
- 2S+1 = 3
- total charge = 0
- LUMO energy (alpha / beta) (Eh) = 0.0228 / -0.0705
- highest occupied orbital energy (alpha / beta) (eV) = -6.98 / -10.22

Positions of all 9 atoms, in Å:
C 1.317 -1.231 -0.746
C -1.081 0.622 0.413
N 0.779 -0.068 -0.459
O -0.403 -0.448 0.438
O 1.040 1.063 -0.400
S 1.932 -2.560 -0.778
H -1.234 0.597 1.487
H -0.350 1.668 0.217
H -2.000 0.356 -0.171


Model two:
DFT (wB97M-V/def2-TZVPD) results for a cluster of 2 separate species, C2H3NO2S in total.

Calculated values
- 2S+1 = 3
- total charge = 0
- LUMO energy (alpha / beta) (Eh) = 0.0256 / -0.1014
- highest occupied orbital energy (alpha / beta) (eV) = -8.16 / -9.30

Positions of all 9 atoms, in Å:
C 0.894 -0.332 1.556
C -0.027 0.331 0.819
N -0.872 0.018 -1.930
O 0.206 0.489 -1.798
O -1.592 -0.316 -2.821
S -1.537 -0.459 0.330
H 1.883 0.287 1.745
H 0.961 -1.320 1.678
H 0.084 1.302 0.422


model two (263.1 kJ/mol below the next structure)